Density functional theory data (the ωB97M-V functional and the def2-TZVPD basis) for a cluster of 2 separate species, C2H6FO2P in total at a distorted geometry.

The geometry in ORCA input format:
```
! RIJCOSX wB97M-V def2-TZVPD def2/J DEFGRID3
* xyz 0 1
C -0.0085 -1.2369 -0.5115
C -0.5813 0.9520 -0.8451
O 2.1528 0.3900 2.2463
O -0.1341 -0.0045 0.0209
F -1.8421 0.6808 -1.2674
P 0.7920 -0.1399 2.3470
H 1.1451 -1.3142 -0.9661
H -0.6541 -1.2866 -1.4252
H -0.3019 -2.0020 0.1978
H -0.7367 1.9484 -0.4904
H 0.1005 0.8559 -1.6577
H 0.0681 1.1570 2.3513
*
```

**HOMO level**: -0.3387 Ha
**ΔE to the lowest compared entry with this formula, charge and spin**: 405.32 kJ/mol
**LUMO energy**: 0.01 eV
**Kohn-Sham gap**: 9.227 eV

Löwdin population analysis, charges in e, atoms 1 to 8: atom 1 (C): -0.1651, atom 2 (C): -0.2580, atom 3 (O): -0.5688, atom 4 (O): -0.3218, atom 5 (F): 0.0075, atom 6 (P): 0.8068, atom 7 (H): 0.1588, atom 8 (H): 0.0974

***

Density functional theory data (the ωB97M-V functional and the def2-TZVPD basis) for a cluster of 2 separate species, C2H6I2N3 in total at a distorted geometry.

The geometry in ORCA input format:
```
! RIJCOSX wB97M-V def2-TZVPD def2/J DEFGRID3
* xyz 1 1
C 1.6009 -0.3295 0.7893
C 0.4599 0.9243 -1.0841
N 2.3742 -0.3881 1.6769
N 0.7574 -0.3881 -0.1628
N -0.0443 -1.5614 -0.3648
I -0.5654 2.3641 0.0820
I -3.7490 -0.5561 0.7581
H -0.2967 0.5882 -1.8494
H 1.2413 1.3847 -1.6132
H 3.0515 -0.0115 2.2998
H -3.6596 1.0728 1.0065
H -1.0410 -1.3574 -0.1256
H -0.1293 -1.7419 -1.4128
*
```

**HOMO level**: -0.4805 Ha
**ΔE to the lowest compared entry with this formula, charge and spin**: 290.94 kJ/mol
**LUMO energy**: -4.77 eV
**Kohn-Sham gap**: 8.307 eV

Löwdin population analysis, charges in e, atoms 1 to 8: atom 1 (C): -0.1118, atom 2 (C): -0.5192, atom 3 (N): 0.3717, atom 4 (N): -0.1730, atom 5 (N): 0.0944, atom 6 (I): 0.8451, atom 7 (I): 0.4308, atom 8 (H): 0.0669

***

Density functional theory data (the ωB97M-V functional and the def2-TZVPD basis) for the ion C2H6IN3 with charge +2 at a distorted geometry.

The geometry in ORCA input format:
```
! RIJCOSX wB97M-V def2-TZVPD def2/J DEFGRID3
* xyz 2 1
C 0.9527 -1.4498 -0.5018
C -1.3893 2.2836 0.9203
N 1.3045 -2.6237 -0.8006
N -1.3719 3.3292 0.1918
N 0.0885 -1.2237 0.5065
I -0.6694 0.4852 1.4150
H 1.2078 -0.4467 -1.0122
H 1.9202 -2.8915 -1.5745
H 0.9629 -3.3122 -0.1465
H -1.9966 4.1431 0.4717
H -0.9506 3.6254 -0.7471
H -0.0588 -1.9191 1.2775
*
```

**HOMO level (spin up / spin down)**: -0.6817 / -0.6817 Ha
**ΔE to the lowest compared entry with this formula, charge and spin**: 409.82 kJ/mol
**LUMO energy (spin up / spin down)**: -10.17 / -10.17 eV
**Kohn-Sham gap (spin up / spin down)**: 8.376 / 8.376 eV

Löwdin population analysis, charges in e, atoms 1 to 8: atom 1 (C): -0.2411, atom 2 (C): -0.4573, atom 3 (N): 0.2312, atom 4 (N): 0.1157, atom 5 (N): -0.3703, atom 6 (I): 1.6965, atom 7 (H): 0.1877, atom 8 (H): 0.1816